A 13-piece molecular cluster, C26H78O23 overall. Source: the OMol25 dataset; level of theory: wB97M-V/def2-TZVPD.

Each line ends with the Löwdin charge.
Element x y z (Å)
O: -3.8787 -1.8119 -0.7503  -0.102
O: 3.7680 0.8778 2.3946  -0.084
O: -1.5118 -0.3576 -1.5321  -0.081
O: 3.4951 -1.6791 4.0182  -0.088
O: 3.9327 -1.9351 1.1382  -0.102
O: 0.9825 4.3300 -0.6353  -0.106
O: 1.1142 0.0686 -3.4843  -0.086
O: 1.6744 -1.7179 -1.3686  -0.098
O: -6.2106 -3.0139 -0.3184  -0.045
O: -3.8827 -1.2093 2.2410  -0.045
O: 4.8037 0.5894 -0.1541  -0.100
O: 3.9606 -0.3891 -2.4094  -0.087
O: -1.8147 3.8526 0.3572  -0.065
O: -2.6532 0.6798 -4.2149  -0.053
O: -4.4034 -3.3189 -4.4787  -0.078
O: 2.3297 4.0716 1.6344  -0.089
O: 0.1222 2.7313 -2.5510  -0.084
O: -2.7358 3.0634 -2.4818  -0.048
O: -0.4293 -1.8965 3.1635  -0.092
O: -1.6185 -2.5550 -5.2326  -0.077
O: 1.0559 0.4865 3.5882  -0.098
O: -0.3964 4.9519 2.4155  -0.025
O: 1.9007 -3.7569 2.2845  -0.083
C: -0.9486 3.7232 2.5777  -0.306
C: -2.1573 3.6040 1.6843  -0.248
C: -6.2552 -1.6195 -0.3092  -0.218
C: 3.6373 0.4487 -3.4968  -0.217
C: -1.9562 -2.8576 -3.9060  -0.237
C: -1.7828 -2.2227 2.8473  -0.192
C: -3.6672 2.7466 -3.5061  -0.237
C: 0.9550 1.3301 4.6770  -0.307
C: 2.5041 -2.6376 4.4603  -0.197
C: 0.3541 4.9122 -1.8420  -0.148
C: 2.3601 -0.0932 -4.1578  -0.219
C: 0.1598 -3.4970 -0.7078  -0.073
C: 5.7629 -0.4695 0.0974  -0.176
C: 1.4753 -3.1119 -1.2649  -0.292
C: 0.8282 0.5805 6.0089  -0.062
C: -3.1999 -3.8381 -3.9017  -0.218
C: 0.7849 3.9424 -2.9187  -0.199
C: -2.6808 -0.9735 2.8789  -0.264
C: 5.1229 -1.8691 0.3558  -0.220
C: -3.8535 1.3058 -3.7258  -0.221
C: -0.3862 0.2008 0.5317  -0.050
C: 3.6494 2.2544 2.1752  -0.250
C: -1.6274 0.3712 -0.3134  -0.252
C: 2.3326 -3.9116 3.6031  -0.245
C: -5.0154 -1.0677 -1.0667  -0.232
C: 2.4059 2.6914 1.4415  -0.246
H: -1.3537 3.6367 3.5809  0.112
H: 1.6329 -3.5616 -2.2907  0.130
H: 0.1321 -0.2969 5.9149  0.095
H: 5.9577 -2.4480 0.7396  0.111
H: -5.4384 -3.3906 -0.7167  0.065
H: -2.3839 1.1691 -4.9760  0.073
H: -2.2395 -2.8782 3.5429  0.109
H: 4.1259 0.0384 -1.5532  0.031
H: 3.6151 2.8483 3.0677  0.108
H: -1.8048 -2.6412 1.8191  0.129
H: 0.3482 -0.1704 3.5550  0.052
H: -2.4380 -0.0754 0.2585  0.087
H: 0.4108 1.2404 6.7531  0.066
H: 4.3577 0.8173 0.6990  0.055
H: -2.8838 4.4243 1.9864  0.141
H: -0.2255 2.8851 2.4524  0.097
H: 2.4699 -1.1606 -4.4113  0.128
H: -2.5857 3.5200 -0.1069  0.070
H: 1.1010 -0.5976 -2.7894  0.041
H: 1.4612 2.2723 1.7807  0.077
H: -4.0244 0.7382 -2.8018  0.101
H: 2.5190 2.5050 0.3062  0.152
H: -2.1545 -1.7662 -5.4517  0.087
H: 0.5656 4.8475 2.3069  0.074
H: -3.3971 3.2249 -4.4638  0.132
H: 0.0655 -3.2135 0.3117  0.045
H: 0.4596 4.2032 -3.9146  0.116
H: -2.0529 -0.1642 2.3596  0.112
H: -0.2596 1.0095 1.2201  0.039
H: -4.8340 -0.0141 -0.8322  0.118
H: -5.1354 -1.2245 -2.1393  0.118
H: 4.5433 2.6450 1.6696  0.137
H: 6.4372 -0.5819 -0.7544  0.122
H: 2.9382 0.4664 2.7526  0.089
H: 3.3270 -4.4794 3.6413  0.142
H: 1.5902 -2.0681 4.6000  0.083
H: 1.9338 1.9307 4.6092  0.142
H: 0.1518 2.0342 4.6411  0.082
H: -3.6882 -1.4432 1.3249  0.048
H: 1.8539 3.8639 -2.8202  0.113
H: 0.5668 0.1215 -0.0496  0.095
H: -7.1111 -1.2048 -0.7743  0.105
H: -0.8816 0.0664 -2.1065  0.057
H: -0.3537 -0.7102 1.1499  0.061
H: 2.8248 -3.0653 5.4680  0.140
H: 2.6003 -1.4764 -1.5334  0.060
H: 0.6370 5.9724 -1.8162  0.127
H: 2.1173 4.5433 0.8030  0.078
H: -1.1088 -3.3485 -3.3851  0.103
H: -2.0652 -1.8672 -3.2990  0.119
H: -4.3565 -3.6463 -5.4051  0.096
H: -2.8695 -0.7684 3.9213  0.121
H: 0.2644 3.8849 -0.2227  0.034
H: 1.5948 -4.5662 4.0447  0.115
H: -2.9303 -4.7911 -4.3463  0.117
H: -1.8822 2.7235 -2.6756  0.023
H: 3.5247 1.5197 -3.3140  0.119
H: -3.4649 -3.9914 -2.9008  0.078
H: 2.6325 -3.6716 1.6337  0.081
H: -3.0458 -1.4916 -1.1417  0.058
H: 0.2010 -2.3850 2.6579  0.042
H: -4.7066 1.2229 -4.4001  0.125
H: 4.8725 -2.3276 -0.5744  0.097
H: 6.4338 -0.2050 0.8827  0.103
H: -2.6636 2.6113 1.8418  0.131
H: 4.2136 -1.7368 4.6754  0.107
H: -1.8115 1.4145 -0.4719  0.089
H: 2.3161 -3.5327 -0.6231  0.117
H: 1.7503 0.2953 6.4330  0.050
H: 4.1031 -1.6121 2.1097  0.110
H: 2.2693 0.4799 -5.1179  0.129
H: 4.4385 0.3738 -4.2280  0.114
H: -0.6763 -3.1264 -1.2311  0.039
H: 0.5945 1.9382 -2.8410  0.060
H: -0.0437 -4.5553 -0.7365  0.089
H: -0.7244 4.9296 -1.6780  0.107
H: -6.2003 -1.3719 0.7417  0.107
H: -4.5637 3.2060 -3.2075  0.109

Summary:
HOMO-LUMO gap: 9.9 eV



C26H79AsF6N17O11 as an isolated structure. Source: the OMol25 dataset; level of theory: wB97M-V/def2-TZVPD.

Each line ends with the Löwdin charge.
Element x y z (Å)
As: -0.5264 -0.9109 0.3764  0.854
F: 1.0561 -0.6894 -0.3752  -0.274
F: 0.0909 -0.4505 1.9154  -0.232
F: -0.8697 0.7861 0.1179  -0.238
F: -1.2919 -1.3457 -1.1561  -0.251
F: -2.1258 -1.2210 1.1093  -0.275
F: -0.0799 -2.5783 0.7927  -0.249
O: -5.6836 -2.4956 1.3333  -0.010
O: -0.5321 3.0554 -3.0244  -0.224
O: -3.5475 -4.9086 -2.2059  0.014
O: -5.6772 2.4911 -0.4630  -0.015
O: 2.5870 -0.3236 -3.9034  0.008
O: 5.1525 4.2977 1.9666  -0.192
O: 1.1279 -4.6521 -3.4039  -0.163
O: 5.5622 -1.5450 1.0436  -0.001
O: 2.1018 -4.3111 4.1215  -0.184
O: -0.8551 -6.2831 -0.5574  0.045
O: -2.7399 4.4555 1.5276  -0.205
N: -0.1792 6.3518 -4.6702  0.029
N: 0.4984 -5.2352 0.9142  0.147
N: -3.9020 -3.3183 -0.6317  0.165
N: 2.6116 1.9592 0.8303  0.037
N: -4.4357 -1.2393 2.7437  0.170
N: 1.6584 1.0944 -2.3488  0.172
N: 0.3752 -7.5229 0.9135  0.135
N: -4.6318 0.5740 0.1319  0.179
N: -5.6650 -4.4761 -1.4618  0.143
N: -4.9182 1.0803 -2.0673  0.158
N: -1.2836 -3.4532 -3.1094  0.043
N: 2.1773 1.8437 -4.4349  0.172
N: -6.5909 -1.8160 3.2987  0.162
N: 3.7434 -5.5629 5.9794  0.035
N: 4.2065 -1.8458 -0.7988  0.176
N: 3.3553 -0.9937 1.1451  0.150
N: -2.7161 6.9511 2.5796  0.043
C: 2.0890 -3.8615 5.4435  -0.228
C: -4.3245 -4.2988 -1.4784  -0.682
C: 0.1205 5.7878 -2.3664  -0.044
C: 5.5370 3.8939 3.2621  -0.112
C: -1.2794 1.8456 -3.2785  -0.070
C: -2.1555 5.4013 0.6596  -0.204
C: -2.4589 3.1164 1.2038  -0.105
C: -2.6245 6.7839 1.1158  -0.436
C: 3.9097 3.7992 1.5068  -0.223
C: 4.4746 -1.4895 0.4776  -0.663
C: 2.4133 -4.7023 7.8261  -0.069
C: -0.0781 -6.3547 0.3800  -0.684
C: 0.9601 -3.3481 -3.9014  -0.229
C: 2.1514 0.7891 -3.6024  -0.667
C: 4.0178 2.4038 0.9074  -0.404
C: 0.1151 5.2016 -3.8073  -0.425
C: -0.8749 4.0618 -3.9577  -0.224
C: -5.5615 -1.9124 2.4214  -0.647
C: 2.4711 -4.9736 -3.2286  -0.134
C: -0.4838 -3.0437 -4.3003  -0.368
C: 4.6227 2.4078 -0.5111  -0.053
C: -5.0561 1.4605 -0.7826  -0.701
C: -1.7424 7.8688 0.5721  -0.088
C: 1.7230 -3.3625 3.1544  -0.127
C: -0.8096 -1.5504 -4.5223  -0.072
C: 2.4104 -5.0774 6.3260  -0.430
H: 0.6414 6.9551 -4.6592  0.075
H: -0.8014 -3.7006 -5.1096  0.135
H: -0.3569 5.1399 -1.6287  0.053
H: -2.2640 -3.2056 -3.2315  0.051
H: -0.2668 -1.0580 -5.3396  0.070
H: 0.7270 -2.9563 3.3422  0.091
H: 1.0968 4.7315 -3.9481  0.114
H: -6.1206 -5.1729 -2.0199  0.092
H: -1.0716 -2.7903 -2.3539  0.034
H: -1.8823 4.4416 -3.7514  0.134
H: 1.9637 2.7584 -4.0854  0.072
H: 1.3667 -2.5729 -3.2358  0.107
H: 3.8762 -5.4499 4.9812  0.066
H: 4.5486 1.7082 1.5582  0.128
H: 0.2425 -4.3306 0.5161  0.071
H: 1.1000 -3.4679 5.7237  0.125
H: -0.6583 -0.9954 -3.6007  0.044
H: -0.1598 6.0819 -5.6561  0.070
H: 4.6915 3.8487 3.9506  0.088
H: 3.4122 -0.4499 1.9825  0.097
H: -2.9928 2.8410 0.2906  0.072
H: 1.8667 -3.6500 2.1159  0.065
H: 3.1426 -4.6683 -4.0424  0.082
H: -5.2150 1.6950 -2.7993  0.103
H: -1.8287 7.1857 2.9984  0.062
H: -4.5264 -2.9627 0.0913  0.026
H: -4.6066 0.1451 -2.2606  0.098
H: -2.1961 8.8462 0.7413  0.078
H: 0.8143 -5.3027 1.8654  0.063
H: 3.5738 4.5693 0.8039  0.125
H: 1.6100 -3.2019 -4.7785  0.119
H: 2.5926 1.0973 0.3074  0.012
H: 2.3573 -2.4662 3.0966  0.073
H: 1.0788 -7.5749 1.6237  0.083
H: 6.0656 2.9356 3.1887  0.084
H: -3.6286 6.9953 0.7380  0.137
H: 2.0806 2.6690 0.3389  0.067
H: -6.2754 -1.4849 4.1935  0.092
H: 5.6898 2.6446 -0.5164  0.074
H: -3.0314 -2.8260 -0.6984  0.056
H: -0.8322 1.1329 -2.5904  0.052
H: 3.0987 3.7964 2.2462  0.118
H: 2.5373 -1.0483 0.5484  0.037
H: -3.1244 6.0799 2.8933  0.061
H: 4.3534 -4.9516 6.5097  0.058
H: -1.0815 5.2650 0.8649  0.128
H: -0.8880 3.7377 -5.0055  0.125
H: -1.3894 2.9341 1.0531  0.074
H: -3.6442 -1.3859 2.1234  0.070
H: 6.3027 4.6017 3.5847  0.082
H: 3.3282 -1.5979 -1.2139  0.074
H: 1.5976 -4.0470 8.1309  0.072
H: 2.8694 -4.4729 -2.3329  0.077
H: -0.9288 1.5258 -4.2636  0.085
H: -1.8504 -1.5037 -4.8497  0.072
H: -4.2931 -0.9279 3.6869  0.105
H: -4.2844 -0.3335 -0.1270  0.076
H: 1.1671 5.7799 -2.0511  0.074
H: 4.1497 3.1224 -1.1890  0.070
H: 1.0503 1.8967 -2.2803  0.068
H: 0.2328 -8.3370 0.3418  0.095
H: -2.3723 5.2692 -0.4059  0.125
H: 4.7821 -2.5479 -1.2271  0.105
H: -6.2629 -3.7126 -1.1961  0.084
H: 2.8091 -3.0487 5.6056  0.133
H: 1.4615 0.2364 -1.8468  0.055
H: -7.5292 -2.1151 3.1384  0.105
H: -2.3596 1.9001 -3.1650  0.083
H: 4.4882 1.4219 -0.9595  0.062
H: -0.3345 6.7704 -2.2817  0.063
H: -1.5390 7.8426 -0.5043  0.062
H: -2.7692 2.4730 2.0260  0.089
H: 2.5464 -6.0520 -3.0910  0.086
H: 2.4501 -5.6261 8.4015  0.073
H: 2.4404 1.7144 -5.3945  0.108
H: -4.7182 0.7699 1.1109  0.092
H: -0.7225 7.8314 0.9696  0.081
H: 1.6648 -5.8642 6.1832  0.133
H: 3.3190 -4.1399 8.0752  0.070

Summary:
HOMO-LUMO gap: 7.8 eV
Net charge: -1



A 12-piece molecular cluster, C26H82N6O12 overall. Source: the OMol25 dataset; level of theory: wB97M-V/def2-TZVPD.

Each line ends with the Löwdin charge.
Element x y z (Å)
O: 6.4844 3.7291 3.1372  -0.191
O: -6.4510 -1.4164 0.5046  -0.076
O: -4.7032 -3.8989 0.5395  -0.054
O: -4.2079 -3.5150 -2.5465  -0.206
O: -0.6033 0.9471 1.1924  -0.226
O: -0.7940 1.0345 5.2611  -0.111
O: 2.2347 3.9606 -0.2538  -0.218
O: 1.3925 -3.2287 -1.2390  -0.212
O: -4.5703 0.3962 -1.3327  -0.061
O: -3.5499 4.2124 -2.2840  -0.192
O: -2.3663 -3.7541 2.3555  -0.095
O: 0.9711 -0.3530 3.3929  -0.076
N: -3.6998 -6.5610 -2.3746  0.030
N: -2.5481 -1.0959 0.9727  0.066
N: -0.7758 3.8329 -4.6560  0.034
N: 2.0198 2.7079 -3.6308  0.040
N: 2.7693 -4.2667 2.0493  0.039
N: 4.9573 0.4664 4.0713  0.041
C: 2.1088 4.0730 -1.6399  -0.244
C: 1.5805 -3.3057 0.1506  -0.236
C: 3.8124 2.3070 -1.9332  -0.042
C: 5.6577 2.8560 3.9336  -0.207
C: 0.3793 2.0271 1.1887  -0.060
C: 7.0560 4.7451 3.8834  -0.143
C: 2.8685 -5.4001 -0.0931  -0.060
C: -3.7701 4.7256 -0.9866  -0.110
C: -2.7543 -5.3948 -2.2664  -0.436
C: -3.2036 -4.2955 -3.1775  -0.221
C: -1.6343 -0.1570 5.1898  -0.272
C: 2.2864 -2.3608 -1.8792  -0.113
C: 5.4259 1.5773 3.1769  -0.413
C: -0.8908 0.4239 -0.0767  -0.213
C: 2.8153 -4.0488 0.6023  -0.455
C: -1.3108 -1.0160 0.1280  -0.381
C: 4.4062 1.7836 2.0502  -0.069
C: -2.8225 -0.0870 6.1830  -0.085
C: 2.3702 2.7363 -2.2179  -0.455
C: -2.0555 3.5675 -3.9851  -0.445
C: -4.5338 -2.4058 -3.3579  -0.105
C: -1.5283 -1.7727 -1.1668  -0.035
C: 2.4462 5.2074 0.3915  -0.084
C: -1.3529 -5.8939 -2.5974  -0.053
C: -2.3199 2.0636 -3.9743  -0.057
C: -2.1924 4.1760 -2.6045  -0.246
H: -3.2920 5.7128 -0.8481  0.091
H: -1.6359 3.6051 -1.8552  0.116
H: 1.9586 -5.9782 0.0926  0.084
H: 2.7157 3.2731 -4.1372  0.097
H: -3.2029 -1.0727 6.4471  0.071
H: 3.7221 -5.9642 0.2815  0.078
H: -0.5436 -1.4851 0.7553  0.117
H: 4.8222 2.3840 1.2305  0.069
H: -1.3239 1.7991 5.0096  0.084
H: -5.0816 0.4762 -2.1523  0.049
H: 2.2806 5.0499 1.4549  0.085
H: -0.5887 4.8387 -4.5628  0.066
H: -1.0136 -1.0033 5.4619  0.111
H: -4.3783 1.3188 -1.0815  0.055
H: -1.2002 -6.8770 -2.1668  0.075
H: -3.6304 -7.1233 -1.5150  0.074
H: 7.4915 4.3465 4.8142  0.086
H: 0.0981 2.7890 0.4627  0.078
H: 1.7531 2.0063 -1.6754  0.127
H: -3.1306 -3.6972 1.7542  -0.019
H: -2.7519 -5.0599 -1.2153  0.126
H: -6.0301 -0.8935 -0.1969  -0.009
H: -0.5810 -5.1865 -2.2866  0.068
H: 1.1178 4.4609 -1.9191  0.124
H: 2.3900 -1.3994 -1.3351  0.088
H: 5.7489 -0.0036 4.5032  0.065
H: 0.6128 0.2114 2.6882  -0.011
H: 0.0355 3.3741 -4.1611  0.041
H: 3.7399 -3.5189 0.3590  0.137
H: 3.9503 2.1309 -0.8655  0.056
H: -2.5852 -0.2544 1.5562  0.074
H: 3.3134 -2.7706 -1.9023  0.089
H: -4.6758 -6.2422 -2.3058  0.066
H: 1.5402 -2.2853 0.5711  0.120
H: 0.7383 0.1218 4.2156  0.014
H: -1.6918 0.9866 -0.5729  0.121
H: -1.5601 1.5508 -3.3706  0.072
H: -5.0441 -4.6553 0.0401  0.063
H: 6.2908 5.4794 4.1851  0.090
H: 1.3575 1.5619 1.0337  0.087
H: 4.0387 1.3665 -2.4483  0.077
H: 2.9722 -5.2830 -1.1736  0.073
H: -4.8401 4.8630 -0.8494  0.088
H: -5.0837 -2.7221 -4.2511  0.097
H: 0.7186 -3.8565 0.5451  0.130
H: 2.8636 4.7763 -2.0444  0.137
H: -4.2010 -3.3884 -0.1294  0.035
H: 4.3645 0.7925 4.8269  0.066
H: 0.0126 0.4458 -0.7160  0.120
H: 1.9271 -2.1986 -2.8897  0.087
H: -2.5083 0.3749 7.1272  0.072
H: 6.1608 2.6258 4.8847  0.120
H: -1.9250 -2.9016 2.2177  -0.005
H: 4.5432 3.0373 -2.2986  0.088
H: -1.8441 5.2211 -2.6267  0.125
H: 2.2504 1.7681 -3.9674  0.087
H: -2.2849 1.7059 -5.0029  0.079
H: -3.2912 1.8175 -3.5454  0.057
H: -5.0579 -1.6700 -2.7630  0.066
H: -2.8854 4.0191 -4.5498  0.141
H: 4.1244 0.8344 1.5995  0.072
H: 2.8381 -3.3890 2.5671  0.076
H: 4.7114 3.3924 4.1301  0.132
H: -2.5536 -1.7526 -1.5403  0.055
H: -1.2585 -5.9991 -3.6881  0.086
H: 3.5196 2.2982 2.4345  0.072
H: 3.4702 5.5715 0.2352  0.093
H: 0.3486 2.5113 2.1686  0.095
H: -5.9546 -2.2587 0.5245  0.000
H: -3.5357 -4.6841 -4.1479  0.140
H: -2.0622 -0.2721 4.1893  0.102
H: 1.8417 -4.6275 2.2987  0.080
H: -0.9177 -1.3766 -1.9878  0.087
H: -1.2418 -2.8129 -1.0078  0.071
H: -2.3200 -3.6441 -3.3278  0.123
H: -3.6095 -1.9108 -3.7102  0.092
H: 1.7388 5.9687 0.0285  0.091
H: -3.3583 4.0624 -0.2144  0.084
H: -3.6314 0.5319 5.7815  0.068
H: -3.4171 -1.0646 0.4420  0.048
H: 6.3605 1.2747 2.7034  0.141
H: 7.8373 5.2179 3.3038  0.085

Summary:
HOMO-LUMO gap: 9.1 eV



The electronic energy results, record by record, are as follows: -2767.7321, -5631.8420, -2271.1005 Eh.
The relative energy (zero: lowest compared OMol25 entry of this formula, charge and spin) results, record by record, are as follows: 0.0, 27.4, 0.0 kJ/mol.
The maximum force results, record by record, are as follows: 3.1, 2.9, 1.8 eV/A.